{
  "formula": "C3H7N",
  "method": "ωB97M-V/def2-TZVPD",
  "fmax_ev_per_a": 4.16,
  "charge": 0,
  "gap_ev": 11.299,
  "e_above_lowest_kcal_mol": 33.53,
  "energy_ev": -4712.70319,
  "elements": ["C", "C", "C", "N", "H", "H", "H", "H", "H", "H", "H"],
  "positions_angstrom": [[0.3100, -0.7435, 1.3220], [-0.0108, 0.4071, 0.4225], [-0.1724, 0.5412, -1.9317], [0.6751, 0.2858, -0.9600], [0.5838, -0.7492, 2.4170], [1.1413, -1.2937, 0.8281], [-0.4822, -1.5702, 1.3477], [-1.1408, 0.5490, 0.1921], [0.1911, 1.3120, 0.9240], [-1.1913, 1.0323, -1.6548], [0.0963, 0.2292, -2.9069]],
  "nbo_charge": [-0.66, -0.26, -0.08, -0.38, 0.23, 0.23, 0.21, 0.17, 0.20, 0.15, 0.19]
}

{
  "formula": "C33H37N4O3P2S4Y",
  "method": "ωB97M-V/def2-TZVPD",
  "fmax_ev_per_a": 0.85,
  "charge": 0,
  "gap_ev": 7.628,
  "e_above_lowest_kcal_mol": 0.00,
  "energy_ev": -109892.23538,
  "elements": ["Y", "N", "C", "S", "N", "N", "C", "C", "C", "C", "C", "C", "N", "H", "H", "H", "H", "H", "H", "H", "C", "P", "C", "C", "C", "P", "C", "C", "H", "H", "H", "H", "H", "H", "H", "H", "H", "H", "H", "H", "H", "H", "H", "H", "O", "C", "O", "C", "C", "C", "C", "C", "C", "H", "H", "H", "H", "H", "O", "C", "C", "C", "C", "C", "S", "C", "C", "C", "C", "S", "C", "C", "C", "C", "S", "H", "H", "H", "H", "H", "H", "H", "H", "H"],
  "positions_angstrom": [[-0.8352, 0.4243, 0.0262], [-2.4009, 4.3720, 2.4212], [-2.1608, 3.3630, 1.5289], [-2.2417, 1.7405, 2.1304], [-1.8936, 3.7669, 0.3126], [-1.6764, 2.7307, -0.5623], [-1.8164, 3.0452, -1.7883], [-1.7691, 2.0069, -2.8272], [-1.9453, 2.3226, -4.1645], [-2.0108, 1.2921, -5.0904], [-1.8905, -0.0125, -4.6495], [-1.6811, -0.2355, -3.2966], [-1.6282, 0.7458, -2.4054], [-2.8847, 4.1190, 3.2644], [-2.5964, 5.2771, 2.0250], [-2.0575, 4.0693, -2.0590], [-2.0447, 3.3580, -4.4635], [-2.1563, 1.5076, -6.1414], [-1.9356, -0.8483, -5.3343], [-1.5390, -1.2400, -2.9125], [0.0773, -3.0330, 2.2593], [-0.5079, -1.3077, 2.4148], [-2.1802, -1.5918, 3.1156], [0.4196, -0.7809, 3.9217], [0.3823, 0.7327, 4.1536], [1.1329, 1.6618, 2.7427], [2.9113, 1.4706, 3.2225], [0.9124, 3.3868, 3.3214], [0.1510, -3.4899, 3.2486], [1.0482, -3.0625, 1.7650], [-0.6274, -3.5922, 1.6458], [-2.1366, -2.3547, 3.8960], [-2.8673, -1.9187, 2.3346], [-2.5712, -0.6647, 3.5354], [1.4540, -1.1198, 3.7915], [0.0167, -1.3238, 4.7812], [0.9246, 0.9991, 5.0638], [-0.6459, 1.0783, 4.2665], [3.0161, 1.5561, 4.3069], [3.4858, 2.2681, 2.7541], [3.3333, 0.5198, 2.8974], [1.2195, 3.4772, 4.3660], [-0.1248, 3.7053, 3.2171], [1.5364, 4.0393, 2.7080], [-1.1653, -1.9681, -0.2944], [-2.4095, -1.7747, -0.3567], [-2.8899, -0.6141, -0.2007], [-3.3297, -2.9251, -0.6066], [-4.7061, -2.7447, -0.5227], [-5.5570, -3.8181, -0.7411], [-5.0319, -5.0672, -1.0502], [-3.6565, -5.2463, -1.1383], [-2.8040, -4.1758, -0.9130], [-5.0877, -1.7594, -0.2870], [-6.6291, -3.6827, -0.6721], [-5.6968, -5.9045, -1.2226], [-3.2511, -6.2203, -1.3820], [-1.7288, -4.2895, -0.9718], [0.8136, 0.0196, -1.2063], [2.1823, 0.1687, -1.3621], [2.6202, 1.5554, -0.8987], [3.6172, 1.9318, -0.0557], [3.6821, 3.3468, 0.1385], [2.7221, 4.0099, -0.5573], [1.7409, 2.9301, -1.4532], [2.9404, -0.8932, -0.5550], [2.8144, -1.1440, 0.7766], [3.6261, -2.2196, 1.2318], [4.3502, -2.7756, 0.2205], [4.0616, -1.9847, -1.2645], [2.5626, 0.0270, -2.8304], [3.7220, 0.3833, -3.4494], [3.7356, 0.0419, -4.8322], [2.5799, -0.5602, -5.2270], [1.4833, -0.7226, -3.9255], [4.2930, 1.2226, 0.4032], [4.4112, 3.8408, 0.7679], [2.5332, 5.0721, -0.5917], [2.1423, -0.5730, 1.4028], [3.6653, -2.5635, 2.2580], [5.0421, -3.6023, 0.2705], [4.5339, 0.8821, -2.9346], [4.5614, 0.2483, -5.4986], [2.3106, -0.9114, -6.2120]],
  "mulliken_charge": [0.25, -0.35, 0.31, -0.42, -1.58, 1.19, -0.83, 0.81, -0.94, -0.37, -0.90, -0.76, 0.37, 0.24, 0.25, 0.28, 0.47, 0.42, 0.47, 0.85, -1.32, 1.30, -1.21, -1.12, -1.44, 1.34, -1.43, -1.33, 0.47, 0.18, 0.28, 0.47, 0.20, 0.39, 0.30, 0.67, 0.73, 0.39, 0.53, 0.35, 0.26, 0.48, 0.28, 0.30, -0.75, 1.20, -0.75, 0.35, -0.40, -0.66, -0.40, -0.77, -0.23, 0.46, 0.41, 0.39, 0.41, 0.46, -0.04, 2.46, -0.01, -0.41, -0.68, -0.66, -0.07, -1.10, -0.04, -1.16, -0.57, -0.14, -1.12, 0.03, -0.85, -0.61, 0.03, 0.72, 0.41, 0.49, 0.48, 0.43, 0.44, 0.51, 0.42, 0.46]
}

{
  "formula": "C6H11O",
  "method": "ωB97M-V/def2-TZVPD",
  "fmax_ev_per_a": 4.51,
  "multiplicity": 3,
  "charge": 1,
  "gap_ev": [5.671, 9.080],
  "e_above_lowest_kcal_mol": 0.00,
  "energy_ev": -8434.43100,
  "elements": ["C", "C", "C", "C", "C", "C", "O", "H", "H", "H", "H", "H", "H", "H", "H", "H", "H", "H"],
  "positions_angstrom": [[-3.1005, -0.6113, 0.1781], [1.3386, 0.9445, -0.1519], [1.7669, -0.3419, 0.4896], [-0.1533, 1.3386, 0.1790], [1.5448, -1.6123, -0.1822], [-1.1072, 0.3978, -0.4894], [-1.8641, -0.1724, 0.3302], [-3.4305, -1.2170, 0.9253], [-3.5040, -0.9716, -0.8067], [1.9288, 1.8123, 0.3022], [1.5902, 1.0359, -1.2545], [2.8069, -0.5339, 0.4806], [1.4558, -0.3359, 1.5096], [-0.3866, 1.4770, 1.1988], [-0.2761, 2.3709, -0.2015], [1.3892, -1.5870, -1.2894], [1.2650, -2.5457, 0.2833], [-1.2639, 0.5520, -1.5011]],
  "nbo_charge": [0.11, -0.38, -0.53, -0.51, -0.29, 0.50, -0.36, 0.18, 0.19, 0.25, 0.23, 0.28, 0.22, 0.25, 0.28, 0.18, 0.20, 0.20]
}

{
  "formula": "C28H42N3O5Ti",
  "method": "ωB97M-V/def2-TZVPD",
  "fmax_ev_per_a": 0.59,
  "multiplicity": 2,
  "charge": -2,
  "gap_ev": [5.552, 5.656],
  "e_above_lowest_kcal_mol": 0.00,
  "energy_ev": -67545.62453,
  "elements": ["Ti", "O", "C", "C", "N", "C", "C", "O", "O", "C", "C", "O", "O", "H", "H", "H", "H", "H", "H", "H", "H", "H", "C", "C", "C", "C", "N", "H", "H", "H", "H", "H", "H", "H", "H", "H", "C", "C", "C", "C", "C", "C", "C", "C", "N", "C", "C", "C", "C", "C", "C", "C", "C", "C", "C", "H", "H", "H", "H", "H", "H", "H", "H", "H", "H", "H", "H", "H", "H", "H", "H", "H", "H", "H", "H", "H", "H", "H", "H"],
  "positions_angstrom": [[-1.6488, -1.3175, -1.5585], [-0.8457, -2.2943, 0.3722], [-1.0641, -1.3875, 1.4678], [-2.5222, -0.9804, 1.5358], [-2.9820, -0.4649, 0.2405], [-4.3154, -0.9715, -0.0836], [-4.2429, -2.4677, -0.4379], [-5.2166, -3.1822, -0.2114], [-3.1317, -2.8261, -0.9668], [-2.8724, 0.9892, 0.1077], [-2.9776, 1.3759, -1.3735], [-3.4521, 2.4602, -1.6849], [-2.5275, 0.4826, -2.1884], [-1.5815, -2.9298, 0.3314], [-0.7560, -1.8463, 2.4119], [-0.4346, -0.5182, 1.2758], [-2.6558, -0.2443, 2.3376], [-3.1289, -1.8551, 1.7909], [-4.6880, -0.4428, -0.9635], [-5.0279, -0.8136, 0.7349], [-1.8773, 1.3008, 0.4575], [-3.6261, 1.5217, 0.7010], [-1.4751, -2.8557, -5.0532], [-0.3942, -2.9106, -3.9621], [-0.1974, -4.3735, -3.5322], [0.9256, -2.3819, -4.5454], [-0.7943, -2.1239, -2.8417], [-1.1975, -3.4497, -5.9332], [-1.6322, -1.8189, -5.3570], [-2.4166, -3.2333, -4.6500], [0.0975, -5.0125, -4.3742], [-1.1279, -4.7520, -3.1048], [0.5741, -4.4254, -2.7609], [1.2518, -2.9676, -5.4141], [1.7065, -2.4176, -3.7824], [0.8005, -1.3402, -4.8483], [2.5754, 0.4176, 5.3351], [1.3426, 0.8869, 4.5983], [0.1475, 1.0611, 5.2915], [-0.9802, 1.5065, 4.5845], [-2.2923, 1.7019, 5.3080], [-0.8991, 1.7566, 3.2366], [0.3000, 1.5735, 2.4599], [1.4269, 1.1339, 3.2373], [0.1917, 1.7759, 1.1514], [1.3062, 1.6314, 0.2353], [1.9135, 0.2120, 0.1588], [3.0079, 0.1411, -0.9133], [2.4023, 0.4531, -2.2841], [1.8083, 1.8634, -2.2584], [2.9154, 2.8779, -1.9604], [3.5198, 2.5744, -0.5868], [4.1079, 1.1587, -0.5920], [2.4250, 2.6687, 0.4810], [0.7387, 1.9249, -1.1668], [2.3531, 0.2164, 6.3850], [3.3697, 1.1681, 5.2953], [2.9737, -0.4986, 4.8916], [0.0894, 0.8605, 6.3569], [-2.1711, 1.5665, 6.3848], [-3.0444, 0.9867, 4.9636], [-2.6955, 2.7025, 5.1348], [-1.7705, 2.1165, 2.6960], [2.3812, 0.9657, 2.7587], [1.1134, -0.4945, -0.0907], [2.3226, -0.0984, 1.1220], [3.4346, -0.8684, -0.9264], [1.6181, -0.2744, -2.5133], [3.1692, 0.3750, -3.0662], [1.3493, 2.0860, -3.2269], [2.5043, 3.8935, -1.9677], [3.6924, 2.8303, -2.7345], [4.3130, 3.3000, -0.3662], [4.5487, 0.9361, 0.3871], [4.9112, 1.0906, -1.3370], [1.9608, 3.6610, 0.4658], [2.8612, 2.5427, 1.4734], [-0.0371, 1.1878, -1.3997], [0.2494, 2.9035, -1.1396]],
  "mulliken_spin": [1.03, 0.00, 0.06, -0.02, -0.08, 0.02, 0.00, 0.01, 0.01, 0.06, 0.00, 0.00, 0.01, 0.00, 0.00, -0.03, 0.00, 0.00, 0.00, 0.00, -0.02, 0.00, -0.01, 0.04, -0.01, 0.00, -0.08, 0.00, 0.00, 0.00, 0.00, 0.00, 0.00, 0.00, 0.00, 0.00, 0.00, 0.00, 0.00, 0.00, 0.00, 0.01, -0.01, 0.00, 0.00, -0.01, -0.11, 0.00, -0.02, 0.01, 0.00, 0.00, 0.00, 0.00, -0.09, 0.00, 0.00, 0.00, 0.00, 0.00, 0.00, 0.00, 0.00, 0.00, 0.11, -0.01, 0.00, 0.02, 0.00, 0.00, 0.00, 0.00, 0.00, 0.00, 0.00, 0.00, 0.00, 0.09, 0.00]
}

Please write out number 3 again, unchanged.
{
  "formula": "C6H11O",
  "method": "ωB97M-V/def2-TZVPD",
  "fmax_ev_per_a": 4.51,
  "multiplicity": 3,
  "charge": 1,
  "gap_ev": [5.671, 9.080],
  "e_above_lowest_kcal_mol": 0.00,
  "energy_ev": -8434.43100,
  "elements": ["C", "C", "C", "C", "C", "C", "O", "H", "H", "H", "H", "H", "H", "H", "H", "H", "H", "H"],
  "positions_angstrom": [[-3.1005, -0.6113, 0.1781], [1.3386, 0.9445, -0.1519], [1.7669, -0.3419, 0.4896], [-0.1533, 1.3386, 0.1790], [1.5448, -1.6123, -0.1822], [-1.1072, 0.3978, -0.4894], [-1.8641, -0.1724, 0.3302], [-3.4305, -1.2170, 0.9253], [-3.5040, -0.9716, -0.8067], [1.9288, 1.8123, 0.3022], [1.5902, 1.0359, -1.2545], [2.8069, -0.5339, 0.4806], [1.4558, -0.3359, 1.5096], [-0.3866, 1.4770, 1.1988], [-0.2761, 2.3709, -0.2015], [1.3892, -1.5870, -1.2894], [1.2650, -2.5457, 0.2833], [-1.2639, 0.5520, -1.5011]],
  "nbo_charge": [0.11, -0.38, -0.53, -0.51, -0.29, 0.50, -0.36, 0.18, 0.19, 0.25, 0.23, 0.28, 0.22, 0.25, 0.28, 0.18, 0.20, 0.20]
}